# 1
Entry from the Open Molecules 2025 dataset: a single C11H10BrN3 molecule (wB97M-V/def2-TZVPD).

CARTESIAN COORDINATES (ANGSTROEM)
H -0.941 0.642 2.340
C -2.474 0.337 0.746
C 0.298 -2.132 -1.343
H 2.544 -0.358 0.065
C -2.048 -1.663 -0.781
C 1.187 2.117 0.592
C 2.198 -0.436 -0.986
H 2.712 -1.351 -1.397
N -3.212 1.136 1.122
N 0.252 1.102 0.724
C 1.283 2.731 1.781
H 2.114 0.525 -1.424
C -0.273 0.072 -0.399
C -1.500 -0.585 0.164
Br -0.857 1.287 -1.976
C -1.177 -2.458 -1.383
H -3.117 -1.631 -0.780
H 1.786 3.626 1.966
H 1.863 2.060 -0.225
H 1.067 -2.731 -1.726
H -1.422 -3.453 -1.754
C 0.689 -0.922 -0.925
C -0.130 1.212 1.994
N 0.425 2.173 2.670
H -1.268 -1.301 0.935

Computed properties:
Frontier orbital gap ... 8.4 eV
Relative energy (zero: lowest compared OMol25 entry of this formula, charge and spin) ... 0.6217 eV
Max |F| ... 4.32 eV/A
Lowest unoccupied orbital energy ... -0.518 eV
Total charge ... 0
Total energy ... -86078.942 eV

=====

# 2
Entry from the Open Molecules 2025 dataset: 3 unconnected molecules or ions with the total composition C28H55F9IN5O8P (wB97M-V/def2-TZVPD).

CARTESIAN COORDINATES (ANGSTROEM)
H 1.808 -0.266 -1.365
H -3.854 8.417 1.820
H 1.253 -4.594 -2.069
C 4.250 -7.321 -1.674
H -1.465 4.007 -2.013
H 1.828 0.257 0.749
C 2.457 -9.700 0.497
F 0.475 -2.686 3.724
F -1.677 -3.027 4.689
H -1.294 8.236 3.244
H 5.281 -7.622 -1.479
H 8.009 -6.639 -0.478
H 0.403 -4.343 -3.747
H 0.240 1.332 -0.465
H 6.202 -5.237 -0.063
H -0.703 10.571 2.233
H -1.227 -2.921 -1.374
O -3.213 8.900 3.753
C -0.224 -0.574 0.214
H 1.887 0.769 -3.814
H -0.513 0.953 -4.364
H 2.765 -10.120 1.457
O -2.313 6.338 2.247
H 1.623 -9.012 0.673
C -2.160 10.323 -0.080
C 0.033 0.369 3.932
C 0.460 0.928 2.438
C -2.540 2.467 -3.477
H 0.077 3.724 -2.558
N -0.674 3.297 -1.970
N -3.243 3.090 -0.268
N 0.325 -1.219 -2.727
C -3.928 8.051 2.846
O -1.875 9.440 0.993
H 1.706 2.059 -2.445
H 2.045 -2.386 -1.804
H -3.108 10.840 0.095
F -0.458 1.604 4.660
O -2.958 0.060 -4.542
H -3.536 3.316 0.727
H -4.224 -0.373 -1.085
F -0.594 1.851 1.959
H 5.881 -5.518 1.676
H 1.902 -2.358 -3.691
C 0.528 -3.872 -2.683
C 4.232 -6.014 0.370
C 5.731 -5.908 0.663
O 6.338 -7.203 0.608
O 3.561 -8.999 -0.058
F -1.464 -2.730 2.335
C 7.748 -7.125 0.466
H -3.398 6.319 4.022
H -2.454 10.933 2.324
H -4.302 5.948 2.524
C 1.138 1.169 -3.002
C -0.923 -2.229 3.650
H -1.351 11.049 -0.206
P -2.916 1.343 -0.283
H -2.328 4.280 2.510
H 3.317 -9.227 -2.077
F -2.348 -0.233 3.061
F 1.223 -0.062 4.759
F -1.801 -0.599 5.352
C -1.709 10.136 2.232
H 2.146 -10.514 -0.166
H 0.220 -1.004 -3.751
C -3.524 6.579 2.965
H -2.105 -3.482 -3.855
O 3.943 -6.076 -1.033
C -1.847 9.164 3.407
H -3.282 3.167 -2.905
H -2.253 9.734 -0.994
C 0.806 -0.033 -1.924
H -2.264 -5.362 -3.277
H 3.755 -5.093 0.723
H 3.763 -6.841 0.908
I -5.600 1.570 -4.399
H -0.900 -4.800 -1.155
H -4.981 8.136 3.139
F 1.678 1.791 2.675
H -3.176 -3.944 -2.335
C -2.202 -4.236 -2.958
H 1.361 -1.201 1.843
H 0.071 -1.674 -0.147
N -0.213 0.461 -0.876
O -4.397 0.620 -0.928
C 1.270 -2.398 -2.679
H -4.110 3.236 -0.831
H -1.384 5.217 3.720
H 8.148 -8.141 0.453
H 8.189 -6.581 1.306
H -2.131 3.108 -4.397
C -3.414 1.243 -4.123
H -1.223 -0.696 0.806
C -1.537 0.825 -1.487
C -0.932 -3.903 -1.939
N -0.162 1.604 -3.632
H -1.412 9.642 4.293
C -1.218 -0.668 3.960
C 3.252 -8.429 -1.331
H 4.175 -7.120 -2.748
C -1.214 2.007 -2.626
H -0.765 5.012 2.070
H -1.976 -0.081 -2.129
C -1.672 5.141 2.666
C 0.929 -0.220 1.374
H 2.235 -8.017 -1.326

Computed properties:
Frontier orbital gap ... 7.7 eV
Max |F| ... 8.37 eV/A
Lowest unoccupied orbital energy ... -3.105 eV
Total charge ... +1
Total energy ... -95585.496 eV